Record 1
C4H6N3O | ωB97M-V with the def2-TZVPD basis set

XYZ file:
```
14
Properties=species:S:1:pos:R:3:forces:R:3:lowdin_charge:R:1
C -1.0967 1.4970 -0.0625 -0.09 -0.26 0.40 -0.28
C -0.7805 -0.1914 -2.1124 1.25 -0.90 1.93 0.05
C 0.4396 -0.2561 0.6761 0.24 0.08 0.20 -0.37
C -0.7877 0.1161 0.0187 -0.57 -0.45 -2.34 -0.11
N -1.3422 2.6072 -0.1955 -0.07 0.71 -0.17 0.21
N 0.6523 -1.5184 1.0095 0.09 -0.04 -0.04 0.23
N 1.3384 0.6746 0.9537 0.04 -0.14 0.04 0.23
O -0.0821 -1.0087 -2.5195 -0.48 0.48 -0.03 0.20
H -1.4931 0.5408 -2.4674 -0.35 0.42 -0.13 0.14
H -1.6394 -0.5364 0.1728 0.01 0.00 0.30 0.14
H -0.0210 -2.2404 0.8049 0.00 0.12 0.00 0.14
H 1.4866 -1.7967 1.5041 -0.03 -0.04 -0.08 0.14
H 1.1438 1.6443 0.7490 -0.02 -0.01 0.02 0.13
H 2.1819 0.4681 1.4685 -0.02 0.01 -0.10 0.15
```
Forces are in eV/Å.

Summary:
net charge: +1
electronic energy: -395.2280 Eh
LUMO level: -0.1738 hartree
highest occupied orbital energy: -14.06 eV
gap between HOMO and LUMO: 0.3430 hartree
largest force on an atom: 2.47 eV/A

---

Record 2
C4H6N3O2 | ωB97M-V with the def2-TZVPD basis set

XYZ file:
```
15
Properties=species:S:1:pos:R:3:forces:R:3:lowdin_charge:R:1
C 0.5293 -0.2813 -1.2912 -3.76 -0.31 -1.10 0.06
C -0.2714 0.1137 -0.1465 -1.87 -1.35 -0.81 -0.11
N -1.4675 -0.3594 0.2371 1.77 1.70 -0.15 0.23
C -2.0751 0.5634 1.1199 2.75 1.16 0.67 -0.04
N -1.2833 1.5122 1.4026 -0.14 0.57 -0.14 0.16
C -0.0767 1.3221 0.6362 0.20 1.79 2.20 -0.14
N 0.1824 2.6140 -0.2083 -0.08 -0.44 -0.46 -0.32
O 0.2080 3.6722 0.3183 -0.07 -0.08 0.90 0.20
O 0.3261 2.3878 -1.3804 0.16 0.62 -0.87 0.09
H 1.5039 -0.1913 -1.0933 3.96 0.28 0.84 0.07
H 0.3415 0.6039 -2.0011 0.00 -1.48 0.58 0.15
H 0.2971 -1.2747 -1.6788 -0.10 0.29 -0.14 0.12
H -1.9634 -1.1412 -0.0747 -0.44 -1.65 -1.00 0.17
H -2.9481 0.4850 1.6765 -1.87 -0.83 0.25 0.14
H 0.7808 1.3033 1.3661 -0.52 -0.27 -0.76 0.22
```
Forces are in eV/Å.

Summary:
net charge: +1
electronic energy: -470.3503 Eh
LUMO level: -0.2327 hartree
highest occupied orbital energy: -15.99 eV
gap between HOMO and LUMO: 0.3549 hartree
largest force on an atom: 4.06 eV/A

---

Record 3
C4H6N3P | ωB97M-V with the def2-TZVPD basis set

XYZ file:
```
14
Properties=species:S:1:pos:R:3:forces:R:3:lowdin_charge:R:1
C 1.8004 -0.7836 1.1201 -1.37 0.96 -0.40 -0.19
C -1.0040 0.8882 1.6062 -1.55 -2.94 -1.38 -0.07
C 0.8775 0.1510 0.4426 -0.07 -0.91 0.35 -0.34
C -0.0197 -0.5823 -0.6466 -0.32 -1.02 -2.14 -0.65
N 2.5498 -1.4098 1.6989 1.00 -1.02 0.64 0.16
N 0.2064 0.9445 1.4738 0.59 -0.11 -0.42 0.00
N 0.1085 0.1519 -1.9303 0.48 2.83 2.05 -0.06
P -1.8150 -0.8444 -0.1189 0.60 1.62 2.67 0.84
H -1.6389 1.1920 2.4291 0.03 0.52 -0.17 0.06
H 1.5710 0.7964 -0.0411 0.34 0.77 -0.93 0.12
H 0.4068 -1.6292 -0.9330 -0.67 1.63 1.24 0.12
H -0.1591 1.1789 -1.6823 0.25 -2.53 -1.70 0.11
H -0.2337 -0.2827 -2.7816 -0.40 0.45 0.57 0.06
H -2.6498 0.2290 -0.6369 1.09 -0.26 -0.39 -0.15
```
Forces are in eV/Å.

Summary:
net charge: 0
electronic energy: -661.4961 Eh
LUMO level: -0.0165 hartree
highest occupied orbital energy: -8.65 eV
gap between HOMO and LUMO: 0.3015 hartree
largest force on an atom: 3.60 eV/A

---

Record 4
C4H6N3P | ωB97M-V with the def2-TZVPD basis set

XYZ file:
```
14
Properties=species:S:1:pos:R:3:forces:R:3:lowdin_charge:R:1
C -0.0561 -0.5188 2.7421 -0.78 -1.14 0.31 -0.20
C -0.7760 1.9012 0.7754 -5.45 4.67 -3.04 -0.44
C 0.3113 -0.0038 1.4394 0.54 0.24 -0.76 -0.31
C -0.5368 -0.6314 0.1508 1.50 -0.26 1.61 -0.57
N -0.4064 -1.0994 3.6718 0.19 0.36 0.00 0.16
N 0.1699 1.4547 1.4312 4.11 -5.57 1.62 0.02
N 0.4057 -1.0799 -0.8454 -0.67 -0.26 -0.38 -0.01
P -1.8539 0.5841 -0.3537 2.25 3.14 0.27 0.95
H -0.8240 3.0212 0.7655 -0.80 -1.04 -0.56 0.07
H 1.2578 -0.4943 1.1583 0.30 1.02 0.62 0.13
H -0.9649 -1.5073 0.6355 -0.55 -0.08 -0.43 0.09
H 1.2906 -0.6009 -0.8295 0.03 0.16 -0.20 0.07
H 0.5327 -2.0853 -0.8654 0.08 0.28 0.12 0.08
H -1.1747 1.3127 -1.5063 -0.74 -1.52 0.80 -0.04
```
Forces are in eV/Å.

Summary:
net charge: 0
electronic energy: -661.3892 Eh
LUMO level (spin up / spin down): 0.0232 / -0.1140 hartree
2S+1: 3
highest occupied orbital energy (spin up / spin down): -5.30 / -9.71 eV
gap between HOMO and LUMO (spin up / spin down): 0.2180 / 0.2429 hartree
largest force on an atom: 7.80 eV/A

---

Record 5
C4H6N3S | ωB97M-V with the def2-TZVPD basis set

XYZ file:
```
14
Properties=species:S:1:pos:R:3:forces:R:3:lowdin_charge:R:1
C -2.1640 -0.9768 -0.4591 -1.95 -5.11 -1.50 -0.45
C 0.2556 -0.7467 0.5847 0.84 3.52 1.01 -0.17
C 1.6183 0.8462 -0.4961 -2.17 -2.04 -0.50 -0.13
C 1.2590 0.3084 0.8928 -1.61 0.29 0.33 -0.27
N -1.3508 -2.1104 -0.3021 -1.97 1.47 -0.70 -0.04
N -0.1664 -1.8429 0.2881 1.38 -2.89 0.35 -0.08
N -1.8612 0.1348 -0.0213 1.03 4.42 1.29 -0.56
S -2.1832 1.7731 -0.0695 -0.36 -1.43 -0.25 0.27
H -3.1802 -1.3570 -0.9221 1.40 1.07 0.50 0.10
H 2.2696 1.6519 -0.4857 1.05 1.82 0.01 0.03
H 0.6074 1.0249 -1.0016 1.58 0.30 0.59 0.07
H 2.0719 0.0300 -1.0479 0.27 -0.09 -0.30 0.06
H 0.7683 1.1633 1.4291 -0.27 -0.68 -0.45 0.09
H 2.0558 0.1014 1.6108 0.78 -0.64 -0.37 0.07
```
Forces are in eV/Å.

Summary:
net charge: -1
electronic energy: -718.3047 Eh
LUMO level (spin up / spin down): 0.1379 / 0.1084 hartree
2S+1: 3
highest occupied orbital energy (spin up / spin down): -1.10 / -2.94 eV
gap between HOMO and LUMO (spin up / spin down): 0.1784 / 0.2164 hartree
largest force on an atom: 5.67 eV/A

---

Record 6
C4H6N4 | ωB97M-V with the def2-TZVPD basis set

XYZ file:
```
14
Properties=species:S:1:pos:R:3:forces:R:3:lowdin_charge:R:1
C -1.5240 -0.4154 0.5321 -2.05 -2.27 3.17 -0.13
C -0.2243 -0.7195 0.5934 1.19 -5.13 -2.05 -0.29
N 0.2682 -1.9823 0.0628 3.24 1.87 -0.74 0.04
N 1.3855 -1.7628 -0.5786 -2.59 -0.57 2.11 -0.01
C 1.6255 -0.2548 -0.7233 2.02 -0.82 1.23 -0.17
C 0.7307 0.3564 0.2768 -2.69 3.42 3.28 -0.23
N -0.4267 1.4248 -0.1426 3.21 0.20 2.33 0.02
N -1.5823 0.8740 0.4274 -4.84 5.70 0.04 -0.11
H -2.4685 -0.9382 0.9174 1.74 0.28 -1.11 0.16
H 2.7310 0.0622 -0.6837 -1.79 -0.76 -0.09 0.14
H 1.2479 -0.2362 -1.6976 -0.46 1.14 -1.92 0.09
H 1.1426 0.7479 1.3280 -0.12 -0.59 -2.51 0.17
H -0.4179 1.3143 -1.1161 -0.79 -0.11 -2.01 0.07
H -2.4877 1.5296 0.8039 3.94 -2.35 -1.74 0.24
```
Forces are in eV/Å.

Summary:
net charge: 0
electronic energy: -374.8466 Eh
LUMO level: 0.0241 hartree
highest occupied orbital energy: -7.86 eV
gap between HOMO and LUMO: 0.3130 hartree
largest force on an atom: 7.47 eV/A

---

Record 7
C4H6N4 | ωB97M-V with the def2-TZVPD basis set

XYZ file:
```
14
Properties=species:S:1:pos:R:3:forces:R:3:lowdin_charge:R:1
C 1.3296 0.7446 -0.7157 1.49 -0.84 -0.26 -0.19
C 0.2544 0.3585 -1.3489 -2.68 -5.22 -1.27 -0.06
N -0.6319 -0.9175 -1.3244 -0.65 0.52 2.44 -0.05
N -1.3020 -1.2911 -0.1224 2.04 0.24 -0.86 -0.03
C -1.0027 -0.7787 1.0309 -2.92 -2.87 -0.71 -0.21
C -0.2944 0.4749 1.4038 2.26 -1.82 2.77 -0.15
N 1.3351 0.3572 1.5071 -0.73 -0.97 -0.90 0.04
N 2.0188 0.3566 0.4431 -2.43 0.82 2.13 0.00
H 1.9795 1.2231 -1.4071 0.44 1.30 -0.11 0.10
H 0.0859 0.7013 -2.3034 -0.03 1.36 -1.94 0.07
H -0.9532 -1.6262 -2.1070 1.29 2.98 1.80 0.17
H -1.6748 -1.4351 1.7731 1.86 2.14 -0.93 0.14
H -0.6521 0.6189 2.4680 0.81 0.65 -1.35 0.12
H -0.4922 1.2134 0.7029 -0.74 1.71 -0.80 0.06
```
Forces are in eV/Å.

Summary:
net charge: 0
electronic energy: -374.8234 Eh
LUMO level: -0.0032 hartree
highest occupied orbital energy: -8.48 eV
gap between HOMO and LUMO: 0.3085 hartree
largest force on an atom: 6.00 eV/A

---

Record 8
C4H6N4 | ωB97M-V with the def2-TZVPD basis set

XYZ file:
```
14
Properties=species:S:1:pos:R:3:forces:R:3:lowdin_charge:R:1
C -0.6738 -0.4404 -0.0430 -2.53 2.34 -0.91 -0.34
C 0.5138 -0.8544 -0.1742 8.72 -5.48 -0.19 -0.08
C 1.4968 0.1438 -0.2113 3.77 3.13 1.86 -0.47
C -0.6121 1.1037 -0.2226 -3.76 1.04 2.30 -0.36
H -1.5152 -2.1885 -0.4679 -0.05 0.93 0.87 0.13
H -2.6218 -0.9584 -0.2134 1.16 -0.25 0.57 0.12
H 1.2142 -1.8229 -0.0966 -3.07 1.05 -0.08 0.18
H 3.2823 -0.7480 0.1942 -1.80 2.61 0.65 0.08
H 1.0937 2.1952 0.6292 -0.85 -2.53 -4.50 0.33
H -2.4145 1.2759 0.7480 2.78 2.91 -2.92 0.15
N -1.6775 -1.3095 0.0621 -4.02 -1.12 -0.93 0.10
N 2.7826 0.2579 0.2581 -3.02 -2.94 -2.96 0.07
N 0.7422 1.3133 -0.5524 1.07 4.86 5.07 0.06
N -1.6107 2.0321 0.0898 1.61 -6.57 1.17 0.05
```
Forces are in eV/Å.

Summary:
net charge: 0
electronic energy: -374.8202 Eh
LUMO level: -0.0125 hartree
highest occupied orbital energy: -8.82 eV
gap between HOMO and LUMO: 0.3117 hartree
largest force on an atom: 10.30 eV/A

---

Record 9
C4H6N4O | ωB97M-V with the def2-TZVPD basis set

XYZ file:
```
15
Properties=species:S:1:pos:R:3:forces:R:3:lowdin_charge:R:1
C -0.8482 2.0453 0.0484 -0.11 -0.30 -0.02 -0.09
O -1.7531 0.9670 -0.1265 -0.17 0.12 -0.08 -0.17
C -1.3900 -0.1959 0.5761 -0.11 0.13 -0.14 -0.18
C -0.0710 -0.7396 0.1222 -0.48 0.32 0.38 -0.35
N 0.9277 -0.7259 0.9824 1.00 -0.12 0.23 0.12
N 2.0997 -1.1586 0.5491 -0.46 0.41 1.02 0.07
C 2.1528 -1.5594 -0.6965 0.50 -0.20 -0.19 -0.21
N 1.1542 -1.6068 -1.5499 -1.14 0.13 -0.43 0.07
N -0.0159 -1.1788 -1.1198 0.63 -0.48 -0.95 0.13
H -1.3682 2.9713 -0.1343 -0.37 0.22 -0.04 0.08
H -0.4597 2.0516 1.0592 0.21 0.08 0.32 0.09
H -0.0304 1.9982 -0.6633 0.33 -0.16 -0.12 0.08
H -1.3641 -0.0258 1.6497 0.11 0.08 0.22 0.12
H -2.1373 -0.9452 0.3559 -0.35 -0.09 -0.06 0.13
H 3.1036 -1.8974 -1.0526 0.41 -0.14 -0.16 0.10
```
Forces are in eV/Å.

Summary:
net charge: 0
electronic energy: -450.1815 Eh
LUMO level: -0.0353 hartree
highest occupied orbital energy: -9.73 eV
gap between HOMO and LUMO: 0.3222 hartree
largest force on an atom: 1.24 eV/A

---

Record 10
C4H6N4O | ωB97M-V with the def2-TZVPD basis set

XYZ file:
```
15
Properties=species:S:1:pos:R:3:forces:R:3:lowdin_charge:R:1
H 1.7535 -1.8699 -0.1756 0.15 -0.65 0.04 0.00
N 0.7428 -1.8526 -0.2844 -0.40 3.35 0.38 0.12
C 0.5315 -0.5441 -0.1837 0.79 -2.69 -0.16 -0.33
C 1.4360 0.6123 -0.0800 -2.35 1.79 -0.27 -0.15
N 2.8556 0.6170 -0.1127 -1.04 -4.06 2.06 0.02
O 3.2768 -0.5859 0.2564 -1.13 4.41 -1.80 -0.13
C 0.4418 1.7304 -0.0285 3.81 -3.48 -0.13 0.02
N -0.7913 1.2749 0.0029 -0.35 3.96 -0.01 0.03
N -0.7790 -0.0254 -0.2295 -0.83 -3.82 -0.21 -0.12
C -1.8997 -0.8515 0.2173 -0.70 4.04 0.89 0.00
H 0.7155 2.7186 -0.0833 0.08 2.24 0.13 0.10
H -1.5888 1.9603 -0.1895 1.23 -2.03 0.26 0.22
H -2.7328 -0.6259 -0.4112 -0.99 0.80 -0.10 0.08
H -1.8219 -1.8196 0.0162 1.59 -4.09 -0.76 0.03
H -2.1399 -0.7388 1.2857 0.14 0.21 -0.32 0.11
```
Forces are in eV/Å.

Summary:
net charge: 0
electronic energy: -450.1035 Eh
LUMO level: -0.0260 hartree
highest occupied orbital energy: -8.07 eV
gap between HOMO and LUMO: 0.2706 hartree
largest force on an atom: 5.16 eV/A

---

Record 11
C4H6N4S | ωB97M-V with the def2-TZVPD basis set

XYZ file:
```
15
Properties=species:S:1:pos:R:3:forces:R:3:lowdin_charge:R:1
C 1.6312 -1.9055 0.0602 0.32 -0.08 -0.03 -0.16
C 2.3176 -0.7254 0.0464 0.14 -0.09 0.04 -0.14
C 0.1908 -0.3872 -0.1179 -4.15 3.04 0.51 -0.24
C -1.4835 0.6597 -0.0240 4.38 -3.01 -0.52 -0.34
N 0.2860 -1.6765 -0.0298 -0.52 0.05 -0.08 0.06
N 1.3680 0.2583 -0.0558 -0.05 -0.21 -0.06 -0.45
N -2.4642 -0.2307 0.0417 -0.68 -0.04 0.05 0.13
N -1.3506 1.9024 -0.0593 -0.48 0.49 0.06 0.04
S 1.6685 1.9536 -0.0838 0.56 0.04 -0.05 0.80
H 2.0147 -2.9044 0.1273 0.14 -0.13 0.01 0.09
H 3.3566 -0.4740 0.1016 0.24 -0.07 0.00 0.10
H -2.2335 -1.2108 0.0209 0.11 0.00 0.02 0.09
H -3.4362 0.0451 0.0598 0.19 -0.02 0.01 0.11
H 0.3342 2.2357 -0.0727 -0.11 0.15 0.01 -0.17
H -2.1997 2.4597 -0.0149 -0.11 -0.11 0.03 0.08
```
Forces are in eV/Å.

Summary:
net charge: 0
electronic energy: -773.1613 Eh
LUMO level: 0.0275 hartree
highest occupied orbital energy: -8.43 eV
gap between HOMO and LUMO: 0.3373 hartree
largest force on an atom: 5.34 eV/A

---

Record 12
C4H6N5 | ωB97M-V with the def2-TZVPD basis set

XYZ file:
```
15
Properties=species:S:1:pos:R:3:forces:R:3:lowdin_charge:R:1
H 0.0368 -2.5633 0.8954 -0.50 -0.58 -0.26 0.10
N 0.0263 -1.5615 0.8508 -0.67 1.63 -0.27 0.18
C -0.7461 -0.8873 1.6370 0.27 -2.48 1.61 -0.21
N -0.4793 0.4246 1.7208 -0.33 0.17 0.66 0.13
C -0.3609 1.1796 0.7418 0.38 -0.15 1.87 -0.07
C -0.8392 0.6302 -0.5990 0.57 2.36 1.10 -0.15
N -0.2108 -0.5201 -1.0217 1.37 -2.10 -1.49 0.08
N 0.9714 -0.4542 -1.5908 -0.29 1.83 1.80 0.07
C 1.8608 0.5625 -1.1925 -0.92 -0.39 -1.06 -0.17
N 2.3941 1.5300 -0.8501 -0.27 -0.91 -0.09 0.24
H -1.4173 -1.3283 2.4494 0.77 0.54 -1.32 0.17
H 0.1521 2.0864 1.0398 -0.17 0.66 -1.24 0.15
H -1.8895 0.4405 -0.4851 -0.53 0.07 -0.32 0.14
H -0.5459 1.4995 -1.1854 -0.45 -0.31 -1.12 0.15
H 1.0474 -1.0385 -2.4105 0.79 -0.35 0.12 0.18
```
Forces are in eV/Å.

Summary:
net charge: +1
electronic energy: -429.3505 Eh
LUMO level: -0.2410 hartree
highest occupied orbital energy: -15.03 eV
gap between HOMO and LUMO: 0.3115 hartree
largest force on an atom: 2.97 eV/A